Computed, not measured: one molecule with the formula C4H8N2O at a distorted geometry, with ωB97M-V/def2-TZVPD.

Geometry as XYZ:
```
15
Properties=species:S:1:pos:R:3:forces:R:3
H 0.85034 -2.75998 -0.66313 0.1458 0.0743 -0.2610
N 0.93940 -2.18047 0.16569 -0.6056 0.2503 -0.0484
C 0.22817 -1.14130 0.09550 -2.3811 1.6728 -0.2639
N -0.11647 -0.34927 1.20110 0.9098 -1.2787 2.5814
C 0.37718 0.98652 1.47039 -0.0106 0.4671 -0.1280
C -0.90380 -0.36011 -0.75510 2.2529 -3.8577 -3.1145
C -0.29205 0.69961 -1.64133 -0.4406 1.0447 0.6477
O -1.97838 -0.86614 -0.97457 0.0318 0.8261 0.8356
H -0.11593 -0.94278 2.03696 0.2169 0.3995 -0.2301
H 0.53292 1.08620 2.54631 -0.0691 0.1210 -0.1748
H -0.38091 1.70142 1.14819 0.1722 0.3228 0.1386
H 1.32390 1.22661 0.97505 -0.0802 -0.1676 0.0297
H -0.48270 0.44717 -2.68183 -0.2178 -0.1294 0.0607
H -0.76184 1.65480 -1.41855 0.0014 0.2901 -0.2399
H 0.78017 0.79774 -1.50468 0.0742 -0.0351 0.1668
```
Forces are in eV/Å.

Summary:
LUMO level ... 0.823 eV
Energy relative to the best compared isomer or geometry (same formula, charge and spin) ... 295.9 kJ/mol
Structure (SMILES) ... [H]/N=C(/NC)C(C)=O
Gap between HOMO and LUMO ... 9.64 eV

Results of the Mulliken charge analysis, in e, for atoms 1 through 6: 0.2556 -0.7180 0.3078 -0.1982 -0.8481 0.7026

---

Computed, not measured: a 8-piece molecular cluster, C39H75ClFO10P2 overall at a distorted geometry, with ωB97M-V/def2-TZVPD.

Geometry as XYZ:
```
128
Properties=species:S:1:pos:R:3:forces:R:3
C 2.26028 -0.28504 -1.16170 -0.7194 -7.0444 6.6364
C 2.25474 -1.35506 -0.22454 -0.8792 6.3186 -6.0109
P 1.78288 -2.80261 0.94262 -1.9222 2.9270 2.1250
C 2.89295 -2.56868 2.52694 -1.1577 1.6865 0.8018
C 2.71039 -0.95290 2.91972 4.3554 6.4801 -1.8717
O 3.54011 -0.00290 2.40840 -6.3151 -7.3494 3.7917
F 1.65426 -0.45014 3.85516 3.1006 -2.4351 -3.0091
O 0.13936 -2.77230 1.51521 3.7534 0.1662 -2.2816
C -0.83498 -2.59448 0.42832 -3.1457 1.3779 -1.4150
C -1.97766 -1.52594 1.01962 0.7919 -0.1094 0.4908
C -1.51930 0.02349 0.73408 0.0491 0.1982 0.3824
C -3.50030 -1.89838 0.53475 0.3583 -0.3432 1.0978
C -4.32856 -2.35910 1.89363 -0.4361 0.5381 -0.3656
C -5.93746 -2.28364 1.47377 0.6624 0.7662 0.3925
C -3.87942 -3.82480 2.48556 0.1353 -0.4137 -0.2955
P 2.38824 -4.77200 0.12575 -0.6558 -3.6250 -2.1645
O 0.92898 -5.74834 -0.14496 2.4550 1.8132 3.2141
Cl 3.46770 -5.86055 1.62360 -1.2226 1.3186 -0.7545
H 2.18557 0.70017 -1.83085 0.2421 -2.5963 1.6840
H 4.01499 -2.76560 2.25946 -2.2104 0.5409 0.5563
H 2.46783 -3.24079 3.39193 0.8423 1.2009 -1.8094
H -1.38008 -3.58399 0.08942 1.4969 1.6700 1.1351
H -0.41578 -2.09258 -0.54172 -0.2402 -0.9671 1.8628
H -1.92854 -1.67284 2.20341 -0.1133 0.2305 -2.5473
H -2.22889 0.75022 1.34370 1.3833 -1.5322 -1.3944
H -1.54805 0.31437 -0.41252 0.0431 -0.6716 2.3528
H -0.42315 0.23214 1.15744 -2.2869 -0.5761 -0.9753
H -4.04014 -0.98402 0.04147 1.1554 -1.6773 0.9816
H -3.50662 -2.79086 -0.22416 0.0237 1.6704 1.3113
H -4.06728 -1.53679 2.71301 -0.7987 -1.7239 -1.7011
H -5.99246 -2.15533 0.29851 -0.1777 -0.5659 2.4944
H -6.36985 -1.29250 1.95305 0.6903 -2.1292 -1.0399
H -6.53569 -3.20634 1.87732 1.1173 1.8369 -0.9791
H -3.31539 -4.41380 1.62251 -1.1302 1.0600 1.8930
H -4.81643 -4.48906 2.81044 2.0425 1.6142 -0.7498
H -3.16000 -3.75229 3.42975 -1.4939 -0.0727 -2.1406
H 0.66556 -6.07917 0.78074 0.0433 0.4467 -1.7854
C -1.09782 3.03948 -4.35958 -0.6074 0.0688 -0.1205
C -0.00970 3.79574 -3.64208 0.5498 0.4666 -0.1049
C 0.13216 3.00586 -2.35927 -0.1483 0.0904 0.4119
O -0.20117 1.64569 -2.66906 0.2058 0.0016 0.0314
C -0.79578 1.60798 -3.97376 -0.0505 -0.4780 -0.2673
H -1.10317 3.19740 -5.44102 -0.0024 -0.0487 0.1281
H -2.07726 3.33438 -3.96453 0.1013 -0.0244 -0.1046
H 0.92126 3.74212 -4.21873 -0.0583 0.0360 0.0640
H -0.24561 4.84906 -3.47069 -0.0141 -0.1206 -0.0072
H -0.57098 3.35682 -1.59653 0.0977 0.0791 0.0115
H 1.14474 3.05229 -1.94818 -0.0384 -0.0466 0.0446
H -0.06935 1.15750 -4.65888 -0.0816 -0.0153 -0.0717
H -1.69130 0.98084 -3.95293 0.1675 -0.0343 0.0557
C -2.24936 0.63550 -8.23290 -0.0650 0.6333 -0.0675
C -1.21310 -0.44581 -8.39914 0.2253 -0.4115 -0.4643
C -1.07216 -0.96945 -6.98649 0.0922 -0.1173 0.3805
O -2.34515 -0.79513 -6.34913 0.1803 0.1503 -0.2307
C -3.16052 0.04181 -7.18095 -0.3995 -0.2030 0.1394
H -2.77386 0.88761 -9.15801 0.0443 -0.0200 0.1383
H -1.77659 1.54646 -7.84690 -0.0785 -0.0435 -0.0623
H -1.60242 -1.23507 -9.05304 0.0993 0.0796 0.0629
H -0.26873 -0.08938 -8.81825 -0.0983 -0.0665 0.0622
H -0.33326 -0.39235 -6.42051 0.1140 -0.0317 -0.0457
H -0.78727 -2.02512 -6.95721 -0.0908 0.0858 0.0943
H -3.93220 -0.58922 -7.63519 -0.0419 0.1048 -0.0158
H -3.64934 0.80529 -6.56953 0.0422 -0.1336 0.0457
C -0.88578 9.31500 -4.30988 0.6399 0.1611 -0.2650
C -2.31126 9.17171 -4.77703 -0.5589 0.3703 -0.0608
C -2.53358 7.67934 -4.66288 -0.1050 -0.3765 -0.2033
O -1.70845 7.21695 -3.58469 0.0977 0.1644 -0.0734
C -0.80272 8.26790 -3.22086 -0.0296 -0.0996 0.4303
H -0.63810 10.31886 -3.95577 -0.0240 -0.1262 0.0060
H -0.20012 9.05999 -5.12669 -0.1100 0.0654 0.0707
H -2.98145 9.70283 -4.09086 0.0267 -0.0606 -0.0768
H -2.48366 9.55276 -5.78678 0.0617 -0.1320 0.1184
H -2.21641 7.15944 -5.57309 -0.0685 0.0756 -0.0764
H -3.57836 7.42530 -4.46200 0.1282 -0.0649 0.0688
H -1.12999 8.67183 -2.25662 0.0975 0.0337 0.0211
H 0.20591 7.86180 -3.10488 -0.1028 -0.0800 0.0182
C 2.52950 1.66935 6.54012 0.4420 0.2136 -0.4518
C 2.56750 1.18582 7.96683 0.0777 -0.5457 0.3250
C 1.76042 2.24694 8.68258 -0.1316 0.3786 0.2758
O 0.79374 2.73830 7.74384 0.3104 -0.2631 -0.1575
C 1.13578 2.24957 6.43946 -0.4459 0.0886 -0.0231
H 2.71816 0.88338 5.80449 -0.0414 0.1285 0.0598
H 3.27502 2.46047 6.39638 -0.0796 -0.1037 -0.0370
H 2.06119 0.21636 8.04335 0.0689 0.0719 0.0409
H 3.57848 1.07619 8.36736 -0.1287 0.0241 -0.0118
H 2.39115 3.08969 8.98474 0.0388 -0.0682 0.0803
H 1.24923 1.85854 9.56818 -0.0350 0.1194 -0.1133
H 0.40453 1.48010 6.16886 0.0148 -0.0198 -0.1183
H 1.07131 3.06348 5.71208 -0.0750 -0.0188 0.1330
C 0.42676 9.07604 -9.71485 0.5556 0.3416 -0.1171
C -0.06350 7.65156 -9.75017 -0.3000 -0.4164 -0.4187
C -0.37662 7.38805 -8.29341 0.0173 -0.1300 0.4142
O -0.77000 8.64197 -7.71889 0.1443 -0.1148 -0.2694
C -0.45490 9.68797 -8.64832 -0.3418 0.2949 0.1438
H 0.35230 9.59046 -10.67625 0.0051 -0.0382 0.1408
H 1.47460 9.10004 -9.39268 -0.1058 0.0465 -0.0666
H -0.98138 7.59004 -10.34665 0.1113 -0.0471 0.0538
H 0.66173 6.94691 -10.16492 -0.0960 0.0635 0.0683
H 0.50909 7.03643 -7.75374 0.0134 -0.1046 -0.0285
H -1.17843 6.65557 -8.16282 0.0225 0.1172 0.0847
H -1.39670 10.05199 -9.07321 0.0605 0.0826 -0.0328
H 0.03307 10.51352 -8.12291 -0.0990 -0.1082 0.0585
C 1.50677 -6.12065 5.50967 0.6830 0.0571 -0.1146
C 0.33642 -5.94583 6.44265 -0.2717 -0.2816 0.4961
C -0.70286 -5.32559 5.53445 -0.3399 0.3230 -0.0443
O -0.45180 -5.82422 4.21329 0.2848 -0.0042 0.0187
C 0.82348 -6.48063 4.20860 -0.3824 -0.2850 -0.1263
H 2.22225 -6.87825 5.83922 -0.0753 0.0848 0.0058
H 2.04011 -5.16878 5.40089 0.0295 -0.0268 0.0158
H -0.00938 -6.92608 6.79137 0.0681 0.1450 0.0026
H 0.55975 -5.33072 7.31802 -0.0506 -0.0810 -0.1205
H -0.60463 -4.23527 5.50438 -0.0533 0.0436 0.0909
H -1.72459 -5.57575 5.83438 0.0887 0.0311 -0.1645
H 0.64367 -7.55908 4.14030 0.1383 -0.0078 -0.0369
H 1.39685 -6.16624 3.33219 -0.1232 0.0073 0.0001
C 5.12576 -9.10477 9.12321 -0.0060 -0.2242 0.6218
C 5.49824 -9.58006 7.74259 0.5138 0.0023 -0.4125
C 4.15817 -9.59376 7.03997 -0.3694 -0.2161 -0.1597
O 3.36378 -8.56054 7.63872 0.2337 -0.0535 0.0269
C 4.02469 -8.10958 8.82913 -0.1972 0.4046 0.0120
H 5.95978 -8.66641 9.67704 -0.1297 -0.0394 -0.0558
H 4.72668 -9.94159 9.70871 0.0660 0.1290 -0.0227
H 6.16262 -8.84978 7.26576 -0.0352 -0.1151 0.0200
H 5.99568 -10.55316 7.73167 -0.0800 0.1216 -0.0275
H 3.63879 -10.54569 7.19308 0.0681 -0.0339 -0.0793
H 4.24675 -9.41361 5.96472 -0.1050 0.0347 0.0776
H 4.43390 -7.11373 8.62698 0.0267 0.0259 0.1084
H 3.30119 -8.03051 9.64521 -0.0193 0.0060 -0.1635
```
Forces are in eV/Å.

Summary:
Total charge ... +1
LUMO level ... -5.083 eV
Gap between HOMO and LUMO ... 5.56 eV

Results of the Mulliken charge analysis, in e, for atoms 1 through 6: 0.0228 -0.3402 0.9150 -0.2232 0.3499 -0.4452

---

Computed, not measured: one molecule with the formula C2H3IN2O at a distorted geometry, with ωB97M-V/def2-TZVPD.

Geometry as XYZ:
```
9
Properties=species:S:1:pos:R:3:forces:R:3
C -0.03271 -0.11128 -0.04505 0.6621 0.4234 0.1530
C 1.32278 -0.21881 -0.56547 0.8411 5.3470 -0.6601
N -1.06255 -0.86609 0.06253 0.2390 0.1864 -0.1541
N -1.49264 0.02474 1.05645 -1.0076 -1.1201 1.5238
O -0.38174 0.89532 0.84492 -0.0945 -0.1824 -1.1277
I -3.38688 0.67339 0.72719 -0.3688 0.6243 -0.1870
H 1.46692 0.42156 -1.57201 -0.4431 -1.4626 2.1710
H 1.95051 0.36336 0.22868 -0.6981 -1.3945 -1.4618
H 1.61630 -1.18220 -0.73723 0.8700 -2.4215 -0.2572
```
Forces are in eV/Å.

Summary:
LUMO level ... -0.346 eV
Energy relative to the best compared isomer or geometry (same formula, charge and spin) ... 385.9 kJ/mol
Gap between HOMO and LUMO ... 8.93 eV

Results of the Mulliken charge analysis, in e, for atoms 1 through 6: 0.7770 -0.9286 -0.5204 -0.0745 -0.2592 0.1785

---

Computed, not measured: a 3-piece molecular cluster, C3H11N5 overall at a distorted geometry, with ωB97M-V/def2-TZVPD.

Geometry as XYZ:
```
19
Properties=species:S:1:pos:R:3:forces:R:3
C -0.72733 0.60610 0.96315 -0.0618 0.0121 -0.0127
C -1.52827 -0.30360 -1.28904 0.0627 -0.0063 -0.0197
C -0.57804 0.59455 -0.54410 -0.0133 0.0180 0.0035
N -2.08934 1.00292 1.34107 0.1138 0.0159 -0.0084
N 0.33197 1.31578 -1.06296 0.0196 -0.1377 0.0527
H -2.26521 0.79544 2.31627 0.0245 0.0307 -0.0617
H -2.21398 2.00165 1.21515 0.0217 -0.0724 0.0310
H 0.35793 1.20754 -2.07902 -0.1059 -0.0036 0.0674
H -0.55413 -0.41145 1.32331 -0.0197 -0.0051 -0.0304
H 0.06634 1.23569 1.37789 -0.0615 0.0336 -0.0351
H -2.55217 -0.11501 -0.96596 0.0390 0.0041 -0.0106
H -1.29724 -1.34507 -1.04499 -0.0120 0.0584 -0.0098
H -1.44866 -0.16805 -2.36856 0.0151 0.0108 0.0488
N 2.52531 -0.50370 1.03615 -0.2588 1.0126 1.7124
N 1.38212 -2.03091 -0.41730 -0.2476 -0.6404 -0.6549
N 2.48875 -1.84765 -0.64347 0.2818 -0.2551 -0.7620
H 2.87192 0.09189 1.80303 0.3872 0.1333 -0.1549
H 2.13504 0.18830 0.38770 0.0619 -0.0052 -0.0966
H 3.09498 -2.31444 -1.34833 -0.2467 -0.2037 -0.0591
```
Forces are in eV/Å.

Summary:
LUMO level (spin up / spin down) ... 0.483 / 0.082 eV
Energy relative to the best compared isomer or geometry (same formula, charge and spin) ... 476.3 kJ/mol
Gap between HOMO and LUMO (spin up / spin down) ... 9.87 / 8.13 eV

Results of the Mulliken charge analysis, in e, for atoms 1 through 6: -0.4333 -1.2719 0.6835 -0.5665 -0.6952 0.2246

---

Number 1: E_tot -341.89094 Ha. Number 2: E_tot -3525.47073 Ha. Number 3: E_tot -560.30356 Ha. Number 4: E_tot -394.50424 Ha.